This record from the Open Molecules 2025 dataset describes a 10-piece molecular cluster, C36H70Br2O13S overall. The level of theory is ωB97M-V/def2-TZVPD.

Geometry as XYZ:
```
122
Properties=species:S:1:pos:R:3:forces:R:3:mulliken_charge:R:1
C -1.78334 -7.08306 -1.03132 0.0431 0.0760 0.0085 -0.796
O -3.03106 -6.65869 -0.51757 -0.0882 -0.1720 0.0136 -0.359
C -3.90461 -6.23258 -1.52250 0.0650 0.1301 0.0474 -0.971
C -5.09283 -5.54838 -0.87262 -0.0266 -0.1193 -0.0827 -0.451
O -4.66896 -4.52071 0.06400 -0.1202 0.0367 0.1073 -0.435
S -3.90985 -3.23499 -0.44588 0.3668 0.0823 -0.1014 1.280
O -2.58972 -3.56761 -0.88802 -0.0439 -0.0151 -0.0165 -0.680
O -4.06482 -2.26197 0.59104 -0.2087 -0.0408 0.0976 -0.431
C -4.90207 -2.78193 -1.85393 -0.0632 -0.2204 -0.0491 -1.105
C -6.25642 -3.46918 -1.73519 0.0159 0.1425 -0.0560 -1.275
C -6.07265 -4.97780 -1.92934 0.0773 0.0915 0.0154 0.714
C -7.43644 -5.67113 -2.05764 0.0017 0.0868 0.0646 -1.103
Br -7.22326 -7.61326 -2.11332 0.0351 -0.0285 0.0267 -0.095
C -8.55084 -5.24711 -1.10679 -0.0790 -0.1072 -0.1493 0.360
C -9.83976 -6.03554 -1.26904 -0.0350 0.0920 0.0599 -1.551
Br -8.01999 -5.28606 0.77374 -0.0287 0.0287 0.0387 -0.111
H -1.27993 -7.64017 -0.24449 0.0024 0.0189 -0.0022 0.253
H -1.91218 -7.73356 -1.90370 0.0042 -0.0240 0.0310 0.332
H -1.16881 -6.22137 -1.31029 -0.0192 -0.0149 -0.0455 0.295
H -4.29041 -7.08578 -2.09761 0.0047 0.0610 -0.0650 0.448
H -3.40055 -5.54569 -2.21700 0.0033 -0.0149 0.0080 0.434
H -5.59345 -6.26804 -0.22969 0.0493 0.0759 0.0707 0.765
H -4.96529 -1.69553 -1.86330 -0.0136 -0.0172 0.0235 0.492
H -4.36859 -3.13085 -2.73906 0.0471 0.1274 0.0044 0.463
H -6.93568 -3.05847 -2.48486 0.0138 0.0023 0.0133 0.612
H -6.67254 -3.26093 -0.74778 -0.1059 0.0301 -0.0712 0.227
H -5.58471 -5.10381 -2.90319 -0.0733 -0.0695 -0.0082 0.462
H -7.81029 -5.42326 -3.05322 -0.0513 -0.0934 0.0170 0.650
H -8.75488 -4.19774 -1.32199 0.1142 0.0247 0.1115 0.334
H -10.06246 -6.17463 -2.32951 -0.0045 0.0096 0.0138 0.383
H -10.66261 -5.49092 -0.80705 0.0113 -0.0167 -0.0020 0.420
H -9.76849 -7.01088 -0.79287 0.0351 -0.0228 -0.0908 0.419
C -1.07713 -0.83042 0.63086 -0.1608 0.0997 -0.0237 -0.465
C -0.02557 0.24239 0.68560 0.0730 -0.1080 0.0646 0.707
C 1.28610 -0.17005 1.30449 0.0676 0.1583 -0.0304 -0.968
O -0.21618 1.36477 0.27219 -0.0430 0.0119 0.0234 -0.565
H -1.99860 -0.45147 0.19591 0.0198 0.0165 -0.0148 0.231
H -0.72897 -1.68617 0.04938 0.0089 -0.0154 0.0296 0.340
H -1.27686 -1.18057 1.64557 0.0359 -0.0554 -0.0397 -0.158
H 1.70408 -1.00426 0.73710 -0.0133 -0.0314 0.0287 0.358
H 1.11012 -0.51252 2.32756 -0.0188 -0.0614 -0.0223 0.361
H 1.98829 0.66053 1.31038 0.0080 -0.0126 -0.0132 0.092
C -9.36624 -0.15229 0.20560 -0.0283 -0.0154 -0.0671 -1.279
C -8.10624 -0.18884 -0.62302 0.0560 -0.0082 0.0442 0.944
C -6.82719 0.20209 0.07517 -0.0059 -0.0218 -0.0592 -1.026
O -8.11999 -0.52392 -1.78616 0.0358 -0.1026 0.0040 -0.564
H -10.21733 -0.45398 -0.39962 0.0003 0.0038 0.0030 0.333
H -9.26657 -0.82086 1.06303 0.0119 0.0194 0.0174 0.311
H -9.52995 0.85480 0.59328 0.0138 -0.0081 0.0283 0.389
H -6.64452 -0.46044 0.92383 0.0055 0.0078 0.0061 0.259
H -6.90865 1.21950 0.46234 -0.0080 -0.0109 0.0295 0.517
H -5.98939 0.14261 -0.61487 0.0018 0.0178 0.0142 0.160
C 2.00005 2.34091 4.05432 -0.0088 0.0016 -0.0727 -0.992
C 3.42442 2.33255 3.55717 -0.0318 0.0362 0.0116 0.852
C 4.49675 2.68335 4.55901 0.0411 -0.0152 -0.0561 -1.149
O 3.69615 2.06438 2.40860 0.0045 -0.0388 0.0438 -0.456
H 1.31756 2.09002 3.24633 -0.0025 -0.0003 0.0076 0.090
H 1.88152 1.62516 4.87016 -0.0030 0.0101 0.0098 0.322
H 1.75191 3.32884 4.44742 0.0134 -0.0074 0.0349 0.399
H 4.46861 1.98354 5.39652 -0.0167 0.0185 0.0159 0.342
H 4.31769 3.68211 4.96140 -0.0157 -0.0117 0.0249 0.348
H 5.47508 2.65443 4.08524 -0.0026 0.0060 0.0017 0.220
C -2.86574 -2.09602 3.86950 0.1173 -0.0169 -0.0876 -0.976
C -2.19271 -0.85901 4.40493 -0.0319 -0.0063 0.0013 0.952
C -3.06685 0.11617 5.15562 0.0760 0.0260 0.0125 -1.242
O -1.01272 -0.64770 4.23273 0.0057 0.0132 -0.0095 -0.540
H -2.13738 -2.71247 3.34776 -0.0232 -0.0305 0.0087 0.222
H -3.31792 -2.67153 4.67925 -0.0326 0.0520 0.0198 0.495
H -3.65699 -1.81932 3.16991 -0.0190 -0.0228 0.0110 0.138
H -3.52039 -0.37559 6.01821 -0.0275 -0.0071 -0.0176 0.358
H -3.87730 0.45917 4.50982 -0.0171 -0.0220 0.0076 0.308
H -2.47580 0.96652 5.48611 -0.0041 -0.0001 -0.0014 0.320
C 2.36606 -4.03545 1.49392 -0.1001 -0.0476 -0.0935 -0.776
C 3.18430 -4.81920 0.49604 0.0067 0.0067 0.0277 0.815
C 4.66842 -4.90418 0.76342 -0.0031 -0.0351 -0.0626 -1.111
O 2.68068 -5.34963 -0.46531 -0.0006 -0.0050 0.0053 -0.549
H 1.31961 -4.04135 1.19707 0.0026 0.0125 0.0029 0.166
H 2.46480 -4.47438 2.48842 0.0424 0.0374 0.0149 0.408
H 2.72677 -3.00680 1.54592 0.0291 -0.0121 0.0644 0.141
H 4.84724 -5.36720 1.73568 0.0015 0.0271 0.0137 0.318
H 5.10034 -3.90205 0.79396 -0.0033 0.0013 0.0301 0.308
H 5.15133 -5.48837 -0.01564 0.0007 0.0022 0.0035 0.307
C 8.70857 2.30975 0.42445 0.0721 0.0582 0.0212 -1.143
C 7.58189 3.14108 0.98495 0.0301 -0.0163 -0.0239 0.933
C 6.19280 2.80893 0.50832 0.0074 0.1166 0.0134 -1.015
O 7.79127 4.03343 1.77628 -0.0520 -0.0480 0.0370 -0.588
H 9.65682 2.65311 0.83040 -0.0024 -0.0041 0.0003 0.313
H 8.56168 1.25719 0.67433 -0.0362 -0.0057 -0.0436 0.361
H 8.72601 2.40016 -0.66361 -0.0067 -0.0255 -0.0034 0.244
H 5.93978 1.78058 0.76931 -0.0097 -0.0092 -0.0389 0.337
H 6.14102 2.90428 -0.57862 0.0227 -0.0498 -0.0064 0.355
H 5.46756 3.47058 0.97232 -0.0103 -0.0157 -0.0036 0.192
C 8.44429 7.06425 0.81937 0.0417 0.1243 0.0488 -0.835
C 7.75429 8.18967 0.09849 -0.0099 -0.0307 -0.0245 0.793
C 6.90008 7.80266 -1.08863 -0.0054 0.1514 -0.0490 -0.800
O 7.86558 9.34483 0.43918 0.0009 -0.0058 0.0013 -0.572
H 9.02442 7.45787 1.65046 0.0073 -0.0062 -0.0079 0.310
H 7.71427 6.34572 1.19290 0.0191 -0.0346 -0.0238 0.153
H 9.10152 6.52736 0.13188 -0.0389 -0.0406 -0.0094 0.287
H 6.10828 7.11889 -0.77730 0.0418 -0.0541 -0.0081 0.310
H 7.51125 7.29396 -1.83741 -0.0078 -0.0787 0.0446 0.046
H 6.46075 8.69724 -1.52433 -0.0163 -0.0127 0.0004 0.318
C -1.00602 3.57244 -1.79568 0.0148 -0.0149 -0.1077 -0.887
C -1.27538 4.64511 -2.81711 -0.0007 0.0036 0.0273 0.736
C -1.70191 5.99298 -2.28006 0.0008 0.0145 -0.0668 -1.074
O -1.15944 4.45074 -4.00532 -0.0025 0.0008 0.0036 -0.560
H -0.70499 2.64906 -2.28179 -0.0024 0.0027 0.0022 0.288
H -0.21863 3.88766 -1.10952 -0.0271 -0.0093 0.0376 0.296
H -1.89773 3.38816 -1.19431 0.0221 0.0121 0.0393 0.293
H -0.93333 6.38943 -1.61398 -0.0141 -0.0116 0.0244 0.305
H -2.61810 5.88911 -1.69563 0.0162 -0.0023 0.0264 0.305
H -1.86745 6.68432 -3.10254 -0.0001 -0.0013 0.0031 0.300
C 7.53142 3.89405 -4.45541 0.0096 -0.0223 0.0714 -1.102
C 8.60964 4.83918 -3.98373 -0.0055 -0.0177 -0.0195 0.907
C 8.99097 5.95543 -4.92460 0.0457 0.0272 0.0707 -1.231
O 9.14196 4.70714 -2.90621 -0.0348 0.0002 0.0533 -0.526
H 7.34172 3.14079 -3.69475 0.0000 -0.0007 -0.0056 0.231
H 6.61238 4.44565 -4.66188 0.0092 0.0028 -0.0373 0.331
H 7.83870 3.40764 -5.38296 -0.0185 0.0276 -0.0219 0.359
H 8.11940 6.57535 -5.14334 -0.0081 -0.0213 -0.0331 0.327
H 9.34685 5.54246 -5.87020 -0.0369 0.0024 -0.0162 0.416
H 9.77066 6.56563 -4.47586 -0.0019 -0.0012 -0.0041 0.289
```
Positions in Å, forces in eV/Å.

Computed properties:
structure (SMILES): COC[C@H]1OS(=O)(=O)CC[C@@H]1[C@@H](Br)[C@@H](C)Br.CC(C)=O.CC(C)=O.CC(C)=O.CC(C)=O.CC(C)=O.CC(C)=O.CC(C)=O.CC(C)=O.CC(C)=O
electronic energy: -7938.024950 Ha
LUMO energy: 0.236 eV
HOMO level: -9.10 eV
charge: 0

This record from the Open Molecules 2025 dataset describes a 2-piece molecular cluster, C36H70N3O2 overall. The level of theory is ωB97M-V/def2-TZVPD.

Geometry as XYZ:
```
111
Properties=species:S:1:pos:R:3:forces:R:3:mulliken_charge:R:1
C 6.53497 -1.84422 -3.23097 -1.5431 0.5020 -0.1240 -0.128
C 5.57268 -1.12906 -3.43361 0.6284 -0.7479 0.2062 -0.552
C 4.26526 -0.42448 -3.54795 0.4714 -0.4859 0.6890 -0.324
C 3.40414 -0.73523 -2.25510 0.2224 0.1704 -1.0838 -0.510
C 2.12425 -1.47857 -2.69589 -0.4104 0.1393 -0.0958 -1.359
C 1.16446 -1.72868 -1.51516 0.6265 -1.3932 0.1965 0.481
N 2.05547 -2.42363 -0.50001 -0.9779 0.8479 0.5599 -0.551
C 0.02104 -2.80848 -1.73247 0.7710 1.3054 -0.7119 -0.329
O 0.20302 -3.81881 -2.36377 -0.7338 0.1722 0.1401 -0.631
N -1.14142 -2.37879 -1.03382 0.4653 -0.6190 0.2208 -0.236
C -0.63542 -1.37024 -0.07229 -0.2675 0.7064 0.3073 -0.897
C -1.64687 -0.61355 0.81904 -0.3425 -0.8924 -0.2960 -0.897
C -1.18777 -0.50935 2.30298 0.0005 0.8937 -0.2528 -0.902
C -0.83741 0.95319 2.75407 -0.4089 -1.2199 0.5374 -0.657
C -1.19724 1.12166 4.26255 0.7058 0.8625 -0.0485 -0.724
C -0.02192 1.62089 5.16697 -0.9813 -0.0335 0.7465 -0.515
C -0.51625 2.67493 6.22631 0.4762 -0.9114 0.0479 -0.629
C -0.26384 2.16305 7.66983 0.1680 0.6810 -0.1080 -1.104
C 1.22974 2.09295 8.06225 -0.4880 0.9732 -0.4109 -0.357
C 1.88479 3.50522 8.09270 0.5484 -0.9688 0.3358 -0.731
C 3.30723 3.36002 8.70949 -0.3837 0.8935 -0.0692 -0.394
C 3.80051 4.72708 9.25458 -0.1638 -0.8870 0.6242 -0.643
C 5.03793 4.61954 10.18945 0.2315 0.6333 -0.9345 -0.786
C 6.11044 3.60636 9.71603 0.4952 0.0275 0.9253 -0.499
C 5.89946 2.15346 10.24299 -0.5202 0.4457 -0.3718 -1.016
C 0.31227 -0.54089 -0.98457 0.4038 -0.9075 -0.0721 0.631
C -0.50487 0.05310 -2.16761 -0.3832 0.6803 1.0638 -0.115
C -0.06855 1.48097 -2.59494 -0.2970 -0.8928 -1.0874 -1.174
O 0.01672 1.50120 -4.03752 -0.1212 0.5067 0.2754 -0.375
C -1.18232 1.97649 -4.61204 -0.3832 0.0314 -0.6125 -0.019
C -1.08334 1.98732 -6.14560 -0.0319 -0.0897 0.0261 -1.363
H 7.19185 -2.65303 -2.98139 0.1837 0.4644 -0.1857 0.405
H 4.43177 0.65096 -3.67795 -0.2004 -0.2551 -0.1672 0.364
H 3.72881 -0.85861 -4.40211 0.2490 0.4461 -0.0442 0.261
H 3.17437 0.20421 -1.72905 0.0823 -0.3080 -0.0396 0.295
H 4.03798 -1.38235 -1.64234 -0.5270 0.2580 0.2010 0.333
H 1.61567 -0.93494 -3.51642 0.2234 -0.0025 0.3393 0.300
H 2.45039 -2.43942 -3.12670 -0.2979 0.1424 0.2848 0.487
H 1.57428 -3.24859 -0.14669 0.2658 -0.0181 -0.0522 0.438
H 2.09931 -1.79815 0.30820 0.3838 -0.2228 -0.0790 0.329
H -1.94906 -2.12832 -1.59047 0.0355 -0.2476 0.0697 0.246
H -0.10294 -2.00372 0.65137 0.2740 0.5076 -0.3299 0.724
H -1.92587 0.37625 0.42366 0.2460 -0.2549 0.0467 0.307
H -2.57607 -1.21331 0.80915 0.2711 0.2481 -0.0446 0.433
H -1.99597 -0.91612 2.92756 0.2371 0.2895 -0.1142 0.505
H -0.29688 -1.11654 2.52996 -0.3462 -0.0616 -0.3018 0.299
H 0.24124 1.11030 2.59674 -0.3579 0.1173 0.0040 0.286
H -1.39011 1.68175 2.14350 0.1787 -0.1835 0.1862 0.372
H -1.57270 0.19355 4.71867 0.0372 0.1912 -0.4185 0.346
H -2.01254 1.85763 4.33260 0.1744 -0.2710 -0.0097 0.293
H 0.84133 1.99472 4.60051 -0.3404 -0.0596 0.0051 0.349
H 0.31720 0.75923 5.76685 0.1850 0.2086 -0.4526 0.210
H -1.60020 2.84536 6.14577 0.3417 0.0321 -0.2498 0.491
H 0.00739 3.62192 6.03683 -0.3060 -0.1127 0.2832 0.244
H -0.75615 1.18859 7.83359 0.1381 0.2761 -0.2455 0.332
H -0.76558 2.88368 8.34199 0.2223 -0.3460 -0.0017 0.426
H 1.81622 1.50198 7.33765 -0.2972 -0.1470 0.3908 0.203
H 1.29469 1.64790 9.06664 0.1824 0.0161 -0.3566 0.439
H 1.94653 3.93353 7.08076 -0.0474 -0.0893 0.2782 0.302
H 1.28466 4.19329 8.71244 0.1549 -0.2485 -0.1757 0.282
H 3.24278 2.59366 9.49731 0.1694 0.3669 -0.0675 0.224
H 4.04598 3.01048 7.97068 -0.3832 -0.1145 0.1100 0.330
H 2.97713 5.15685 9.84852 0.2243 0.0886 -0.3028 0.322
H 3.98018 5.38402 8.38935 0.0980 -0.0775 0.3420 0.312
H 5.51090 5.61891 10.19406 -0.1660 -0.3138 0.1095 0.340
H 4.73675 4.43891 11.23379 0.0572 -0.2273 -0.3876 0.350
H 7.07811 3.95774 10.11526 -0.3054 -0.0775 -0.1836 0.351
H 6.22719 3.63080 8.62125 -0.1808 -0.0257 0.3083 0.358
H 6.79954 1.73034 10.70767 -0.2028 0.0605 -0.3719 0.335
H 5.11062 2.15529 11.01118 0.2571 -0.0665 -0.1896 0.283
H 5.53801 1.52785 9.41350 0.2602 -0.1282 0.4323 0.222
H 0.91170 0.24256 -0.49242 -0.2349 -0.3516 0.0631 0.923
H -1.55779 0.11175 -1.82778 0.3082 0.0137 -0.1972 0.616
H -0.51117 -0.61346 -3.03808 0.3050 0.3055 0.1796 -0.570
H -0.84836 2.20405 -2.31336 0.5443 0.0044 0.3352 0.367
H 0.92230 1.74970 -2.20943 -0.3156 0.0101 -0.0311 0.515
H -2.04532 1.34246 -4.31024 0.3033 0.0694 0.0155 0.160
H -1.41418 3.00191 -4.26725 0.1276 -0.3153 0.0262 0.403
H -2.09235 1.97572 -6.59060 0.2709 0.1301 0.1844 0.343
H -0.55218 1.10123 -6.52710 -0.0687 0.2458 0.2467 0.284
H -0.56954 2.88542 -6.51432 -0.0614 -0.3359 0.1317 0.396
C -3.90844 -4.15538 -8.87230 -0.0427 0.0174 -0.0385 -1.183
C -5.04042 -3.25314 -8.37398 0.2642 -0.3333 -0.1005 -0.587
C -4.59330 -1.96432 -7.70237 -0.4375 -0.0452 -0.0691 -0.374
N -4.04899 -2.07352 -6.26278 -0.1005 0.3279 -0.0884 0.660
C -2.55093 -1.81425 -6.31313 0.1584 -0.0826 0.1729 -1.484
C -1.86322 -2.02400 -4.97840 0.0576 -0.1388 0.0843 0.896
C -2.14224 -3.41391 -4.43289 -0.0984 0.0382 0.1340 -0.457
C -3.64229 -3.61043 -4.27880 0.0814 0.1466 0.0498 -0.973
C -4.36452 -3.40469 -5.60277 0.1411 -0.1707 0.1199 -1.027
C -4.71259 -0.97861 -5.47185 0.2095 -0.1831 -0.0560 -1.161
H -3.11067 -4.29279 -8.14082 -0.0104 -0.0469 0.0011 0.325
H -4.30034 -5.14122 -9.12140 0.0587 0.0166 -0.0284 0.331
H -3.45776 -3.74151 -9.77551 0.0408 0.0071 0.0531 0.376
H -5.72361 -3.81160 -7.73298 -0.0055 0.0870 0.0294 0.316
H -5.63840 -2.97240 -9.24397 -0.0149 0.1816 0.1089 0.441
H -5.44807 -1.29079 -7.65594 0.0481 -0.0111 0.1075 0.389
H -3.82706 -1.46588 -8.29629 0.0536 -0.0344 0.1097 0.291
H -2.14122 -2.49533 -7.06055 -0.0792 0.0005 0.0079 0.440
H -2.41633 -0.78892 -6.66013 -0.1283 -0.0486 -0.1099 0.509
H -0.78749 -1.88671 -5.11114 -0.0525 0.1036 -0.1357 0.532
H -2.17862 -1.26579 -4.25631 -0.0142 0.0481 -0.0580 -0.454
H -1.64106 -3.55564 -3.47513 -0.0445 -0.1237 -0.2066 0.042
H -1.73570 -4.16625 -5.11668 0.0184 -0.0128 0.0436 0.378
H -4.03653 -2.93967 -3.50984 -0.0074 -0.0199 0.0079 0.277
H -3.84202 -4.62520 -3.93051 -0.1744 0.0325 -0.1069 0.469
H -5.44520 -3.45407 -5.47485 0.0123 0.0435 -0.1252 0.478
H -4.04978 -4.19433 -6.27964 -0.0445 0.1021 -0.1126 0.458
H -5.78402 -1.16428 -5.47024 0.0187 0.0379 0.0099 0.364
H -4.49084 -0.02831 -5.95373 -0.0304 -0.0161 0.0346 0.451
H -4.33544 -0.97849 -4.45430 -0.0067 0.0232 -0.0353 0.420
```
Positions in Å, forces in eV/Å.

Computed properties:
electronic energy: -1728.087944 Ha
LUMO energy: -2.347 eV
HOMO level: -11.16 eV
charge: +1

- What is the electronic energy in the first record?
  -7938.024950 Ha

- The highest charge belongs to which entry?
  C36H70N3O2

- The lowest charge belongs to which entry?
  C36H70Br2O13S